a.
The following is a DFT calculation (ωB97M-V/def2-TZVPD) of a structure of composition CHN2O4.

```
8
Properties=species:S:1:pos:R:3
O 0.65321 1.72067 0.66629
H 0.16895 -0.21153 0.25557
O -3.13727 0.46300 0.04585
C -2.16036 -0.24562 0.06830
O -0.92926 2.77503 -0.27373
N -0.37333 1.69646 0.00875
O -1.81366 -1.35901 0.31866
N -0.70228 0.50089 -0.46115
```

Results
gap between HOMO and LUMO = 0.359 Ha
multiplicity = 1
charge = -1
HOMO = -5.58 eV

b.
The following is a DFT calculation (ωB97M-V/def2-TZVPD) of a cluster of 2 separate species, CHN2O4 in total.

```
8
Properties=species:S:1:pos:R:3
N -1.21867 0.26421 -1.13826
H -0.23563 1.03701 0.92793
C -0.09492 -0.03382 0.78958
N 1.17436 -0.49344 0.78414
O 1.65996 -0.38286 1.94107
O -0.87660 -0.27883 -2.17662
O -2.15304 0.98956 -0.97331
O 1.74454 -1.10182 -0.15454
```

Results
gap between HOMO and LUMO (spin up / spin down) = 0.307 / 0.307 Ha
multiplicity = 1
charge = -1
HOMO (spin up / spin down) = -4.30 / -4.30 eV

c.
The following is a DFT calculation (ωB97M-V/def2-TZVPD) of the ion CHN2O4 with charge -1.

```
8
Properties=species:S:1:pos:R:3
O -2.09251 1.06265 -0.18130
O -1.80807 -1.03284 0.02717
H 0.16683 1.28077 0.30509
O 2.25481 0.40878 -0.14188
N 0.09128 0.29618 0.18927
C 1.42367 -0.45950 -0.04879
N -1.40998 0.07598 -0.06273
O 1.37396 -1.63203 -0.08683
```

Results
gap between HOMO and LUMO = 0.348 Ha
multiplicity = 1
SMILES = O=C([O-])N[N+](=O)[O-]
charge = -1
HOMO = -5.22 eV

Which of them is the least stable? Correct choice: b.

a.
The following is a DFT calculation (ωB97M-V/def2-TZVPD) of the molecule C4H7N3S.

```
15
Properties=species:S:1:pos:R:3
C -0.37836 -0.80252 0.02463
H 0.32797 3.31640 -0.23282
N -2.65409 -1.03344 -0.21465
H 2.07588 1.57854 -0.06560
H -0.27611 -1.91325 -0.03216
N -1.53483 -0.22828 0.00039
C 1.03229 1.28188 0.00886
H -0.95130 2.01590 0.06614
C 0.08785 2.25213 -0.05626
C 2.00368 -0.94891 0.04210
H 1.65989 -1.99839 0.16704
H -2.43822 -2.09114 -0.15331
N 0.87871 -0.16090 0.09257
S 3.59597 -0.57603 -0.09218
H -3.42932 -0.69199 0.44525
```

Results
gap between HOMO and LUMO = 0.314 Ha
multiplicity = 1
SMILES = C=CN(C=S)/C=N/N
HOMO = -8.45 eV

b.
The following is a DFT calculation (ωB97M-V/def2-TZVPD) of a cluster of 2 separate species, C4H7N3S in total.

```
15
Properties=species:S:1:pos:R:3
H -0.25780 2.36432 1.44326
C 0.80541 -1.44253 1.33614
H 0.90934 1.72862 0.49811
N -0.90247 -0.29542 0.32491
H -0.12768 3.16905 -0.08613
H -1.06685 0.91652 -1.28108
N 0.91100 -2.85504 -1.15161
C -1.09905 1.05261 -0.19872
H 0.26884 -3.17346 -0.49456
S 1.06456 -0.44954 -2.47229
N -0.03501 -0.70725 1.04046
H 0.90789 -2.08424 2.24491
C -0.11184 2.11559 0.40151
C 0.84221 -1.73944 -1.64583
H -2.10856 1.40021 0.04092
```

Results
gap between HOMO and LUMO = 0.336 Ha
multiplicity = 1
HOMO = -8.49 eV

Which of them is the least stable? Correct choice: b.

a.
The following is a DFT calculation (ωB97M-V/def2-TZVPD) of the molecule C4H7N3S.

```
15
Properties=species:S:1:pos:R:3
C -1.30555 1.21953 -1.43926
C 2.09514 0.34246 1.14878
H -0.54291 -2.14534 1.43076
C -0.36322 -0.57311 -0.05061
H -0.99864 1.84879 -0.55477
H -0.99934 1.12526 1.22580
H 3.01704 0.69803 1.56291
N 0.98315 0.98197 1.41338
H 2.34215 -0.61531 0.46762
N -0.22259 0.52365 0.90045
N -0.04980 -1.90869 0.41388
H -0.03877 -2.39758 -0.50452
C -0.73310 -0.11600 -1.31692
S -2.13133 1.91139 -2.58724
H -1.05225 -0.89506 -2.11026
```

Results
gap between HOMO and LUMO = 0.288 Ha
multiplicity = 1
SMILES = C=NN/C(N)=C\C=S
HOMO = -8.22 eV

b.
The following is a DFT calculation (ωB97M-V/def2-TZVPD) of the molecule C4H7N3S.

```
15
Properties=species:S:1:pos:R:3
H -2.47955 1.83374 -0.77687
N 2.88988 -0.17242 0.06087
N 0.23588 0.21515 -0.15370
H -2.03400 1.92607 0.97937
C -1.65679 1.66630 -0.04072
H 2.40716 -2.23431 -0.08596
H 2.37864 0.64740 0.28749
H -1.14509 -1.85013 0.13050
C 2.00282 -1.18900 -0.05119
C -1.05719 0.28751 -0.01616
C -1.83337 -0.98823 0.05390
H 3.86387 -0.25173 0.31144
H -0.86600 2.28654 -0.45190
S -3.44824 -1.05314 -0.01004
N 0.74199 -1.12375 -0.23704
```

Results
gap between HOMO and LUMO = 0.278 Ha
multiplicity = 1
SMILES = C/C(C=S)=N/N=C\N
HOMO = -8.35 eV

c.
The following is a DFT calculation (ωB97M-V/def2-TZVPD) of the molecule C4H7N3S.

```
15
Properties=species:S:1:pos:R:3
H 3.43136 0.82261 -0.66864
N 0.83239 0.34527 -0.31054
C -0.44160 -0.08879 -0.10089
C 3.07920 -0.25150 -0.18805
H 0.24640 -1.92164 0.18969
C -2.64859 0.76043 0.23599
H 0.94755 1.39516 -0.18519
H -3.18952 1.67513 0.24743
H -1.57116 -1.85217 0.36296
S -3.42107 -0.69107 -0.19509
N 1.79788 -0.59096 0.26134
N -0.57009 -1.40487 -0.02282
C -1.25155 0.95295 0.11927
H 3.75986 -1.22273 0.34785
H -1.00107 2.07219 -0.09332
```

Results
gap between HOMO and LUMO = 0.272 Ha
multiplicity = 1
SMILES = C=NN/C(N)=C/C=S
HOMO = -7.65 eV

d.
The following is a DFT calculation (ωB97M-V/def2-TZVPD) of the molecule C4H7N3S.

```
15
Properties=species:S:1:pos:R:3
N 0.95275 3.82970 -1.02397
H -1.22350 -2.71220 1.66469
H 2.22703 0.98055 -0.80144
H 1.56626 1.08438 -2.42339
H -1.26373 -1.10381 2.40821
H 1.15413 -0.46066 0.49415
C 1.31181 1.24090 -1.37761
N -0.78346 -1.14602 0.34876
C 0.23399 -0.31984 -0.07487
C -0.73592 -1.73597 1.67812
N 0.11393 0.50986 -1.03748
H -2.66116 0.10734 -0.17265
C 1.10792 2.69515 -1.18247
S -2.28155 -1.13845 -0.46120
H 0.28152 -1.83093 1.96114
```

Results
gap between HOMO and LUMO = 0.365 Ha
multiplicity = 1
SMILES = CN(S)/C=N/CC#N
HOMO = -9.28 eV

Which of them is the least stable? Correct choice: c.

a.
The following is a DFT calculation (ωB97M-V/def2-TZVPD) of the molecule C4H4O3.

```
11
Properties=species:S:1:pos:R:3
H 1.65574 0.16549 2.13870
O -1.09366 -1.23808 -2.22662
H -0.12306 -0.05470 2.25925
O -1.63559 0.74142 0.03249
O 1.54401 -0.58228 -0.32944
C -0.60593 -0.06641 -1.94167
C 0.64427 -0.02801 0.26694
H -1.06730 -1.35775 -3.19082
H 0.51560 1.49748 1.74980
C -0.66991 0.21414 -0.48554
C 0.68979 0.41750 1.69805
```

Results
gap between HOMO and LUMO = 0.316 Ha
multiplicity = 1
HOMO = -9.02 eV

b.
The following is a DFT calculation (ωB97M-V/def2-TZVPD) of the molecule C4H4O3.

```
11
Properties=species:S:1:pos:R:3
C 1.10556 -1.28231 -0.50065
H 2.06516 -1.05658 -0.04225
C -0.00441 1.02502 -0.03379
H -1.75727 2.05914 0.91062
O 0.61390 1.94714 -0.49889
O -1.06080 -0.50925 -1.15554
H 1.19725 -2.02045 -1.33239
H 0.29584 -1.21197 0.53907
O -1.33189 0.25890 1.77237
C 0.03131 -0.34873 -0.62288
C -1.15466 1.13910 0.96433
```

Results
gap between HOMO and LUMO = 0.341 Ha
multiplicity = 1
SMILES = CC(=O)C(=O)C=O
HOMO = -9.82 eV

Which of them is the least stable? Correct choice: b.